CHClNO2S | ωB97M-V/def2-TZVPD

Each atom is followed by the atoms it is bonded to, with distances in Å.
Cartesian coordinates (Å):
1 C -0.8014 -0.4072 -2.5004  O3 1.187, O4 1.183
2 N -0.2284 1.4385 -1.1606  S5 1.698, Cl6 1.741
3 O -1.2397 -1.0993 -1.6409  C1 1.187
4 O -0.3854 -0.3264 -3.6052  C1 1.183
5 S 0.0267 1.1069 0.4852  N2 1.698, H7 1.400
6 Cl 1.2373 2.0794 -1.8464  N2 1.741
7 H -0.0371 -0.2896 0.5539  S5 1.400

Summary:
ΔE to the lowest compared entry with this formula, charge and spin: 1.744 eV
Electronic energy: -29995.908 eV
Gap between HOMO and LUMO: 0.2577 Ha
Charge: -1

So, what does the Mulliken scheme give us? The charges, in e, come out as: 0.71, -0.43, -0.46, -0.44, -0.23, -0.23, 0.08